(1)
C5H11N | ωB97M-V/def2-TZVPD

Summary:
Spin multiplicity ... 1
SMILES string ... CCN1C[C@H]1C
E_LUMO ... 0.0439 Eh
Energy above the lowest of the compared OMol25 structures with the same formula, charge and spin ... 174.6 kJ/mol

Last columns: bonded neighbours and bond lengths (Å).
Cartesian coordinates (Å):
1 C 0.54 0.54 0.95  N5 1.434, C6 1.562, H8 1.091, C15 1.496
2 H 0.97 -1.61 -1.03  C14 1.095
3 H 1.45 -0.45 -2.28  C14 1.095
4 H -0.17 -1.52 1.37  C6 1.092
5 N 0.16 0.86 -0.39  C1 1.434, C13 1.440, C15 1.429
6 C -0.14 -0.54 1.85  C1 1.562, H4 1.092, H7 1.107, H11 1.093
7 H -1.17 -0.35 2.21  C6 1.107
8 H 1.61 0.63 1.12  C1 1.091
9 H -0.80 0.62 -2.18  C13 1.096
10 H 0.20 -1.66 -2.63  C14 1.094
11 H 0.47 -0.61 2.76  C6 1.093
12 H -1.34 -0.56 -0.95  C13 1.101
13 C -0.46 -0.02 -1.35  N5 1.440, H9 1.096, H12 1.101, C14 1.526
14 C 0.59 -0.99 -1.86  H2 1.095, H3 1.095, H10 1.094, C13 1.526
15 C -0.41 1.66 0.65  C1 1.496, N5 1.429, H16 1.090, H17 1.094
16 H -0.18 2.72 0.61  C15 1.090
17 H -1.32 1.29 1.14  C15 1.094

(2)
C43H87N9O10 | ωB97M-V/def2-TZVPD

Summary:
Spin multiplicity ... 1
SMILES string ... CCCCCCCCCCCCCC1=CC(=O)C=C(N)C1=O.CNC(C)=O.CNC(C)=O.CNC(C)=O.CNC(C)=O.CNC(C)=O.CNC(C)=O.CNC(C)=O.CNC(C)=O
E_LUMO ... -0.0281 Eh
Energy above the lowest of the compared OMol25 structures with the same formula, charge and spin ... 27.2 kJ/mol

Last columns: bonded neighbours and bond lengths (Å).
Cartesian coordinates (Å):
1 H 1.40 0.38 -3.13  C110 1.094
2 C -4.48 4.34 7.67  H5 1.091, H11 1.091, N49 1.449, H75 1.085
3 H -5.13 5.91 1.20  C57 1.092
4 H -1.43 -0.38 0.74  C109 1.094
5 H -4.17 3.39 8.12  C2 1.091
6 H 5.16 6.24 6.06  C103 1.091
7 H -11.00 3.19 -1.34  C14 1.091
8 H -2.03 7.03 5.95  C29 1.085
9 C 2.41 6.14 -0.50  H31 1.085, H70 1.090, H79 1.091, C132 1.512
10 O -6.23 -2.41 -1.50  C108 1.211
11 H -5.57 4.41 7.75  C2 1.091
12 C 6.50 -2.50 -0.45  H19 1.093, C24 1.538, H48 1.095, C143 1.541
13 C -3.75 -10.15 1.26  H42 1.090, H135 1.085, C146 1.513, H148 1.090
14 C -11.58 3.77 -0.62  H7 1.091, H69 1.091, N121 1.449, H142 1.085
15 C -2.59 -3.98 -1.10  O36 1.220, C58 1.485, C64 1.462
16 C -1.13 0.31 -1.81  H47 1.096, C62 1.538, C68 1.534, H136 1.094
17 C 4.44 -3.20 -6.11  C46 1.509, H67 1.090, H78 1.086, H90 1.091
18 H 8.26 -3.62 -1.11  C143 1.092
19 H 6.40 -2.41 0.64  C12 1.093
20 O -6.21 1.86 1.80  C85 1.225
21 H 6.41 6.15 4.80  C103 1.085
22 H 3.20 4.95 1.58  C37 1.083
23 H 3.32 1.30 -1.44  C83 1.095
24 C 5.74 -1.35 -1.13  C12 1.538, C66 1.528, H117 1.094, H140 1.097
25 C -7.16 3.56 3.19  H84 1.089, C85 1.510, H93 1.092, H130 1.086
26 H -4.40 3.70 5.64  N49 1.009
27 H -3.09 -6.83 -0.25  C76 1.089
28 H 1.16 1.71 -1.99  C110 1.095
29 C -2.66 6.40 6.57  H8 1.085, C30 1.511, H96 1.090, H114 1.091
30 C -3.23 5.31 5.70  C29 1.511, N49 1.359, O65 1.220
31 H 2.12 6.77 -1.33  C9 1.085
32 N 4.20 3.72 5.42  H35 1.008, C50 1.449, C133 1.359
33 H 9.75 -1.70 -4.86  C80 1.091
34 H -6.23 -3.60 -3.59  N87 1.010
35 H 3.70 3.07 4.84  N32 1.008
36 O -1.69 -4.66 -0.62  C15 1.220
37 C 2.94 3.92 1.40  H22 1.083, H88 1.088, N94 1.453, H127 1.093
38 O -9.84 5.00 2.30  C116 1.221
39 C -11.59 3.37 2.31  H74 1.090, C116 1.511, H128 1.090, H144 1.085
40 H 2.97 -1.09 -3.11  C147 1.094
41 H -2.06 -6.84 1.17  C76 1.090
42 H -4.63 -9.69 0.82  C13 1.090
43 H 6.86 -5.94 -6.67  C149 1.091
44 H -5.21 -4.83 -4.08  N87 1.010
45 H 8.64 -2.31 0.01  C143 1.092
46 C 5.49 -3.51 -5.07  C17 1.509, O95 1.222, N125 1.357
47 H -1.01 0.96 -2.69  C16 1.096
48 H 6.00 -3.44 -0.72  C12 1.095
49 N -4.06 4.41 6.28  C2 1.449, H26 1.009, C30 1.359
50 C 3.99 3.66 6.85  N32 1.449, H106 1.091, H131 1.085, H138 1.091
51 H 10.22 -4.42 -7.33  N145 1.008
52 H -3.63 -7.65 1.22  C76 1.085
53 C -4.35 -0.57 -0.39  H55 1.093, C118 1.526, C137 1.503, H141 1.095
54 N -5.23 3.88 1.72  C57 1.454, H82 1.008, C85 1.355
55 H -5.41 -0.59 -0.14  C53 1.093
56 H -2.01 -2.14 -0.09  C58 1.082
57 C -5.04 5.28 2.08  H3 1.092, N54 1.454, H71 1.088, H100 1.085
58 C -2.83 -2.60 -0.62  C15 1.485, H56 1.082, C137 1.338
59 H -3.61 -0.75 1.62  C118 1.095
60 H 11.37 -5.16 -5.22  C77 1.092
61 N -2.16 -8.66 0.13  H73 1.008, C76 1.451, C146 1.357
62 C 0.27 -0.16 -1.38  C16 1.538, C110 1.532, H120 1.094, H126 1.097
63 H 3.73 -2.01 -0.68  C66 1.097
64 C -3.45 -4.48 -2.17  C15 1.462, H92 1.084, C139 1.346
65 O -2.98 5.24 4.50  C30 1.220
66 C 4.33 -1.73 -1.56  C24 1.528, H63 1.097, H99 1.092, C147 1.534
67 H 4.88 -3.22 -7.11  C17 1.090
68 C -1.85 1.15 -0.75  C16 1.534, H98 1.094, C109 1.538, H113 1.097
69 H -12.21 4.48 -1.17  C14 1.091
70 H 3.49 6.22 -0.34  C9 1.090
71 H -4.05 5.41 2.52  C57 1.088
72 C 9.06 -3.16 -6.30  C80 1.511, O119 1.220, N145 1.363
73 H -1.34 -8.59 -0.46  N61 1.008
74 H -11.42 2.35 1.94  C39 1.090
75 H -4.04 5.15 8.23  C2 1.085
76 C -2.77 -7.43 0.59  H27 1.089, H41 1.090, H52 1.085, N61 1.451
77 C 11.27 -4.11 -5.51  H60 1.092, H111 1.085, H124 1.091, N145 1.449
78 H 4.05 -2.21 -5.91  C17 1.086
79 H 1.91 6.48 0.41  C9 1.091
80 C 8.92 -2.39 -5.01  H33 1.091, C72 1.511, H102 1.085, H122 1.091
81 H 5.18 -5.46 -6.85  C149 1.084
82 H -4.59 3.47 1.06  N54 1.008
83 C 2.78 0.35 -1.49  H23 1.095, H107 1.095, C110 1.538, C147 1.547
84 H -7.74 4.38 2.77  C25 1.089
85 C -6.17 3.02 2.19  O20 1.225, C25 1.510, N54 1.355
86 O 5.08 4.49 3.50  C133 1.220
87 N -5.59 -4.32 -3.29  H34 1.010, H44 1.010, C139 1.377
88 H 3.84 3.32 1.45  C37 1.088
89 H 4.36 -0.06 -2.91  C147 1.095
90 H 3.62 -3.92 -6.08  C17 1.091
91 O 1.47 4.42 -1.88  C132 1.222
92 H -3.13 -5.35 -2.74  C64 1.084
93 H -6.65 3.91 4.09  C25 1.092
94 N 2.30 3.76 0.10  C37 1.453, H112 1.009, C132 1.356
95 O 5.78 -2.71 -4.20  C46 1.222
96 H -3.45 7.01 7.01  C29 1.090
97 H -1.90 1.16 1.39  C109 1.095
98 H -2.77 1.56 -1.17  C68 1.094
99 H 4.42 -2.62 -2.19  C66 1.092
100 H -5.78 5.58 2.81  C57 1.085
101 H -4.15 0.85 1.18  C118 1.090
102 H 7.98 -1.84 -5.04  C80 1.085
103 C 5.82 5.57 5.50  H6 1.091, H21 1.085, H105 1.090, C133 1.511
104 H 8.22 -1.94 -1.66  C143 1.092
105 H 6.49 5.07 6.21  C103 1.090
106 H 4.27 2.69 7.24  C50 1.091
107 H 2.72 -0.04 -0.46  C83 1.095
108 C -5.06 -2.72 -1.55  O10 1.211, C137 1.496, C139 1.505
109 C -2.13 0.45 0.59  H4 1.094, C68 1.538, H97 1.095, C118 1.543
110 C 1.38 0.64 -2.07  H1 1.094, H28 1.095, C62 1.532, C83 1.538
111 H 11.10 -3.52 -4.62  C77 1.085
112 H 2.02 2.84 -0.19  N94 1.009
113 H -1.20 2.02 -0.56  C68 1.097
114 H -2.05 5.98 7.38  C29 1.091
115 H 6.80 -4.86 -4.42  N125 1.007
116 C -10.65 4.34 1.65  O38 1.221, C39 1.511, N121 1.357
117 H 6.28 -1.04 -2.03  C24 1.094
118 C -3.59 -0.01 0.81  C53 1.526, H59 1.095, H101 1.090, C109 1.543
119 O 8.22 -3.12 -7.18  C72 1.220
120 H 0.40 -0.08 -0.30  C62 1.094
121 N -10.71 4.47 0.30  C14 1.449, C116 1.357, H123 1.008
122 H 8.88 -3.08 -4.16  C80 1.091
123 H -10.05 5.13 -0.07  N121 1.008
124 H 12.22 -3.78 -5.95  C77 1.091
125 N 6.11 -4.71 -5.15  C46 1.357, H115 1.007, C149 1.448
126 H 0.40 -1.22 -1.62  C62 1.097
127 H 2.26 3.59 2.19  C37 1.093
128 H -12.63 3.64 2.12  C39 1.090
129 O -1.91 -10.89 -0.08  C146 1.220
130 H -7.84 2.76 3.46  C25 1.086
131 H 4.60 4.42 7.35  C50 1.085
132 C 2.02 4.72 -0.82  C9 1.512, O91 1.222, N94 1.356
133 C 5.01 4.56 4.72  N32 1.359, O86 1.220, C103 1.511
134 H 5.61 -6.69 -5.66  C149 1.092
135 H -3.91 -11.21 1.37  C13 1.085
136 H -1.76 -0.53 -2.14  C16 1.094
137 C -3.99 -1.97 -0.82  C53 1.503, C58 1.338, C108 1.496
138 H 2.95 3.85 7.09  C50 1.091
139 C -4.64 -3.89 -2.40  C64 1.346, N87 1.377, C108 1.505
140 H 5.70 -0.49 -0.45  C24 1.097
141 H -4.26 0.09 -1.26  C53 1.095
142 H -12.23 3.09 -0.08  C14 1.085
143 C 7.99 -2.60 -0.82  C12 1.541, H18 1.092, H45 1.092, H104 1.092
144 H -11.41 3.39 3.38  C39 1.085
145 N 10.18 -3.93 -6.45  H51 1.008, C72 1.363, C77 1.449
146 C -2.53 -9.94 0.38  C13 1.513, N61 1.357, O129 1.220
147 C 3.61 -0.63 -2.35  H40 1.094, C66 1.534, C83 1.547, H89 1.095
148 H -3.59 -9.71 2.25  C13 1.090
149 C 5.93 -5.76 -6.13  H43 1.091, H81 1.084, N125 1.448, H134 1.092

energy above the lowest of the compared OMol25 structures with the same formula, charge and spin of number 1 (C5H11N)? 174.6 kJ/mol

The lowest E_LUMO belongs to which entry? C43H87N9O10